Record 1
149
Properties=species:S:1:pos:R:3:mulliken_charge:R:1 method="wB97M-V/def2-TZVPD" orbital_gap_ev=9.619 multiplicity=1 homo_energy_ev=-9.2 charge=0 smiles="COC(=O)OC.COC(=O)OC.COC(=O)OC.COC(=O)OC.COC(=O)OC.O=C1CCCO1.O=C1CCCO1.C1CCOC1.C1CCOC1.C1CCOC1.C1CCOC1.C1CCOC1" fmax_ev_per_a=2.7
C -3.98 13.70 -23.94 -0.40
H -5.88 6.24 -26.41 0.46
C -6.61 4.61 -31.07 -0.67
C 0.51 4.32 -23.34 0.03
H 0.92 15.59 -23.44 0.14
C -1.64 3.28 -28.13 -0.38
O -3.63 11.12 -26.98 -0.30
C -2.05 3.69 -26.74 0.34
C 3.90 8.50 -19.17 -0.73
H -7.63 4.40 -30.73 0.30
C 1.42 11.58 -23.57 0.64
C 4.08 13.28 -21.76 -0.13
H -0.81 2.57 -28.03 0.31
C 3.25 7.45 -21.29 0.42
H -4.88 4.74 -26.53 0.24
C -0.88 14.39 -19.15 -0.65
H -1.75 7.32 -25.12 -0.29
O -3.74 15.09 -24.06 -0.49
O 4.68 7.42 -21.07 -0.52
C -5.86 4.07 -22.20 -0.64
H 5.04 11.32 -27.73 0.33
C -3.99 5.03 -21.14 -0.27
C 5.15 8.30 -20.04 -0.04
H 4.06 8.81 -25.24 -0.94
O 5.45 9.61 -26.69 -0.48
H -0.95 14.76 -18.13 0.27
C 2.81 6.23 -25.83 0.87
H 2.06 5.59 -25.37 -0.23
H -4.81 13.48 -23.27 0.37
C 2.22 7.16 -26.88 -0.30
C -2.33 15.34 -24.26 -0.30
C -1.74 13.94 -24.31 0.68
H -0.91 7.15 -23.58 0.02
H -6.93 11.28 -28.88 0.33
H 5.78 8.52 -24.97 0.45
C 4.93 11.60 -25.57 -0.45
H -0.42 4.12 -23.86 0.18
O 4.13 6.02 -27.71 -0.39
C -3.48 1.99 -27.33 -0.48
C 0.88 16.55 -22.93 -0.50
H 2.35 9.31 -20.64 -0.02
H -6.70 4.73 -22.46 0.32
H -0.74 13.80 -23.89 -1.02
H 4.57 10.57 -23.68 -0.89
H -5.15 4.51 -24.20 -0.25
C -4.98 5.79 -26.82 -0.67
C -2.94 9.97 -26.54 -0.75
H -1.99 15.87 -23.37 0.18
O -5.00 11.93 -28.42 -0.35
H 1.87 16.85 -22.62 0.31
O 0.42 4.20 -21.93 -0.48
H -4.21 3.24 -23.35 0.27
H -2.56 12.07 -23.57 0.10
H 3.80 11.11 -21.60 -0.66
O -6.52 4.18 -28.37 -0.59
O 4.39 4.42 -26.16 -0.62
H -3.34 4.17 -20.91 0.22
H 1.99 8.14 -26.47 -0.13
O 0.46 14.20 -21.54 -0.28
C 5.06 9.24 -25.35 0.52
C 0.47 9.47 -24.13 0.30
H 3.21 7.99 -22.24 -0.33
C -2.65 13.14 -23.41 0.00
H -1.33 6.34 -19.33 0.19
C -4.77 10.91 -27.64 0.81
O -5.35 4.62 -20.99 -0.46
H -4.15 6.35 -26.41 0.23
H 6.44 11.45 -20.79 0.22
O 0.00 16.39 -21.83 -0.36
O -0.03 4.82 -19.93 -0.45
H 3.84 11.71 -25.59 0.14
O -0.82 6.05 -21.66 -0.55
H 5.98 14.20 -21.66 0.46
C -5.87 5.07 -28.87 0.82
H 0.92 5.31 -23.55 -0.27
H 2.71 11.98 -20.50 0.41
H -6.39 12.91 -29.58 0.23
H 6.29 10.65 -24.23 0.44
O -1.67 4.59 -26.06 -0.42
C -3.84 5.26 -22.66 0.20
H -5.79 11.42 -30.20 0.29
H 0.07 7.19 -25.14 -0.11
H -2.12 15.90 -25.17 0.28
C -2.84 2.49 -28.63 -0.42
H 1.92 8.03 -19.60 -0.25
H -4.28 13.21 -24.88 0.11
H -3.75 5.90 -20.55 0.25
O 0.32 10.78 -24.00 -0.25
C 2.76 8.41 -20.19 0.49
O -4.98 5.81 -28.25 -0.30
C -0.06 15.23 -21.20 0.80
O 1.50 8.85 -24.01 -0.09
H 2.34 11.38 -24.12 -0.39
O 4.68 11.96 -19.98 -0.54
H 5.37 12.55 -25.25 0.41
H 2.92 7.11 -28.96 0.32
H -6.55 5.08 -32.04 0.23
O -5.94 5.44 -30.13 -0.36
C -0.22 5.10 -21.23 0.90
H 6.61 12.95 -19.87 0.34
H -3.54 3.05 -29.25 0.02
C 3.87 5.42 -26.54 0.44
H 1.21 3.57 -23.72 0.40
H -1.35 4.13 -28.74 0.35
H -6.14 3.62 -31.05 0.28
H 0.36 6.56 -18.92 0.04
H 3.90 7.70 -18.44 0.33
O -0.78 15.40 -20.12 -0.38
H -1.77 13.60 -25.35 0.46
H 3.59 13.37 -22.73 0.19
C 3.67 12.02 -21.00 0.50
H -1.75 13.75 -19.29 0.29
H -4.56 1.94 -27.38 0.32
H 3.40 6.80 -25.12 -0.12
H 1.60 11.39 -22.51 0.14
C 3.33 7.17 -27.96 -0.39
H 6.07 12.69 -22.65 -0.01
H -2.77 9.26 -27.35 0.49
O -0.71 8.95 -24.42 -0.54
H 3.86 8.12 -27.86 0.12
C 5.56 11.02 -26.81 -0.51
C 5.25 10.51 -24.53 0.69
H -6.22 3.04 -22.10 0.30
H -2.52 1.62 -29.21 0.38
H -4.13 6.27 -22.96 0.07
H 6.59 11.38 -26.84 0.27
H -2.81 5.28 -23.02 -0.17
H -3.49 9.47 -25.74 0.35
H -0.01 13.73 -19.22 0.19
H 0.98 12.57 -23.63 -0.37
C -4.74 4.19 -23.24 0.15
H 2.80 6.47 -21.25 0.02
C -6.14 11.90 -29.28 -0.71
H -1.91 10.22 -26.27 0.16
H -2.54 13.44 -22.37 0.00
C -0.43 5.81 -19.00 -0.35
H 3.84 9.41 -18.56 0.39
C 5.60 13.19 -21.81 -0.49
C 5.93 12.38 -20.51 -0.55
H 0.48 17.32 -23.58 0.24
H -3.10 0.98 -27.14 0.38
H 5.54 9.23 -20.46 -0.25
H -0.59 5.34 -18.04 0.30
H 5.91 7.71 -19.54 0.37
H 3.84 14.14 -21.13 0.33
O -3.09 2.92 -26.31 -0.36
O -5.45 9.92 -27.56 -0.57
H 1.33 6.68 -27.28 0.47
C -0.81 7.53 -24.60 1.00

---

Record 2
139
Properties=species:S:1:pos:R:3:mulliken_charge:R:1 method="wB97M-V/def2-TZVPD" orbital_gap_ev=7.164 multiplicity=1 homo_energy_ev=-10.3 charge=+1 fmax_ev_per_a=0.8
H -8.50 4.63 -4.94 0.34
H -0.72 -2.03 -2.29 0.45
H -4.98 -0.05 10.07 0.27
H -4.89 -3.59 -8.66 0.25
C 13.30 -0.04 -3.32 -0.40
H 13.35 0.84 -3.97 0.28
H 13.93 -2.24 -1.79 0.26
H -0.49 -4.08 2.79 0.36
H 8.22 0.32 -0.82 0.36
H -2.31 -2.71 -1.96 0.43
C -2.38 -3.56 1.38 -0.30
H -1.57 0.11 -1.14 -0.55
C -4.81 0.16 4.13 -0.80
C 9.97 -1.83 -0.72 -1.04
C -4.03 0.53 -0.29 1.57
H -6.10 5.08 -5.08 0.25
H -3.03 -2.15 2.91 0.33
H -3.84 2.57 0.44 0.85
H -1.17 -1.25 -0.09 0.62
C -5.65 -1.68 2.54 -1.32
O -4.08 0.54 7.45 -0.31
C 0.77 1.39 -0.21 -0.43
O -6.42 4.19 -2.41 -0.30
H -0.64 3.18 1.38 0.45
H 14.26 0.53 -0.56 0.28
H -3.14 1.69 -1.90 -0.26
H -4.51 0.32 5.17 0.33
C 8.27 -0.91 0.97 -0.51
H -0.89 2.11 -1.45 0.28
S -5.69 -0.13 0.29 -0.27
N -2.47 -4.64 2.29 0.01
H -3.88 -1.45 -0.96 1.24
H 15.45 0.08 -3.08 0.27
C -4.75 0.94 9.68 -0.56
H -5.23 1.68 10.32 0.34
C -7.98 4.95 -4.03 -0.60
C -6.63 5.61 -4.30 -0.57
H -2.99 2.19 9.48 0.27
H -2.15 -1.28 -2.96 0.47
H 7.25 -1.12 1.31 0.35
H -5.67 0.79 3.91 0.30
H 12.59 -0.75 -3.76 0.24
H 9.22 0.96 0.48 0.36
H 7.40 2.39 0.63 0.45
C -3.23 1.13 9.58 -0.60
C -3.06 -1.40 -7.81 -0.50
O -5.38 -0.81 -2.66 -0.65
H 5.80 0.07 -0.45 0.29
H 8.90 -0.86 1.85 0.36
H -5.35 2.10 7.94 0.29
N -3.63 -1.38 1.05 0.68
H 12.99 -0.66 -0.25 0.18
H -3.80 -5.72 3.45 0.39
H 15.42 -1.50 -1.20 0.35
H 2.22 3.00 -0.26 0.36
H -7.30 2.91 -3.76 0.16
H -6.65 -1.28 2.43 0.73
H 3.03 0.10 -0.08 0.37
H -3.38 -4.48 -8.41 0.29
H -8.64 5.62 -3.48 0.25
H -1.61 0.67 1.16 -0.57
C -5.17 1.06 8.23 -0.47
H -4.79 2.12 -1.50 1.06
H 8.97 -2.92 0.80 0.29
H -8.36 3.48 -2.45 0.32
C -4.01 -3.26 -6.70 -0.57
H -4.31 -1.93 4.27 0.00
O -3.16 -2.46 -8.75 -0.40
C -5.15 -1.31 3.95 -0.09
H -2.75 -0.67 8.46 0.30
H -5.03 -1.37 -6.93 0.24
C -2.11 1.63 1.24 0.59
S -4.70 0.39 -3.06 1.39
C -3.29 -0.81 -0.31 -2.04
H -6.07 0.48 8.00 0.28
H -1.55 -4.25 4.18 0.33
H 0.45 0.74 0.61 0.20
C 8.73 -2.10 0.12 -0.66
C 7.12 1.34 0.71 -1.04
C -1.86 -0.90 -0.85 0.27
H 10.82 -1.56 -0.09 0.13
H -4.84 5.35 -3.06 0.24
C -1.27 2.76 0.59 -1.38
C -2.92 0.40 8.28 -0.47
C -1.76 -1.79 -2.08 -2.06
C -3.74 -4.74 2.99 -0.78
C 8.28 0.45 0.26 -0.72
H -5.72 -2.77 2.44 0.11
C 13.64 -0.24 -1.02 -0.29
O -1.98 -3.70 0.26 -0.42
H -3.29 -0.46 -8.31 0.29
H 4.53 0.85 1.55 0.36
H -5.97 -1.57 4.62 0.60
C -4.87 -1.15 1.38 0.83
H 5.87 1.73 -1.02 0.34
C -2.69 -2.14 1.88 -0.40
H -1.74 -1.60 1.87 0.20
C 2.11 2.01 0.20 -0.85
H -4.88 -3.72 -6.24 0.36
C -7.58 3.78 -3.15 -0.30
H -2.03 -1.35 -7.44 0.28
H -5.65 1.24 -3.52 -0.05
C 4.56 1.43 0.63 -0.83
H -4.22 1.41 1.67 0.56
C -4.03 -1.73 -6.68 0.08
H 3.53 1.31 -1.26 0.35
H -2.13 1.86 2.31 0.42
C 14.66 -0.68 -3.10 -0.54
H -3.85 -4.00 3.80 0.23
H -4.55 -4.64 2.27 0.32
H -2.68 0.73 10.42 0.34
H -3.12 -3.62 -6.18 0.24
C -3.90 -3.55 -8.19 -0.43
H -2.06 0.81 7.75 0.28
C 14.49 -1.30 -1.72 -0.55
H -6.16 6.24 -2.27 0.27
H -3.96 0.44 3.50 -0.10
H 4.56 2.49 0.91 0.32
H 2.15 2.16 1.28 0.31
C 5.85 1.11 -0.12 -0.41
C -1.31 -4.67 3.19 -0.94
H -1.94 3.56 0.29 0.40
C -4.11 1.27 -1.62 -1.04
C -5.92 5.42 -2.96 -0.37
H 0.18 3.33 -0.85 0.59
H -3.74 -1.29 -5.73 -0.11
H 14.91 -1.41 -3.88 0.34
H 7.92 -2.45 -0.52 0.32
C 3.31 1.15 -0.20 -0.73
H 10.26 -2.73 -1.27 0.45
H 9.83 -1.05 -1.47 0.36
H -0.95 -5.68 3.32 0.33
C -3.59 1.57 0.80 -1.36
H 6.89 1.16 1.76 0.40
O 12.83 0.36 -2.03 -0.38
H -6.71 6.66 -4.58 0.35
O -3.65 0.35 -4.04 -0.66
C -0.32 2.41 -0.56 -0.72
H 0.95 0.75 -1.08 0.44

---

Record 3
181
Properties=species:S:1:pos:R:3:mulliken_charge:R:1 method="wB97M-V/def2-TZVPD" orbital_gap_ev=0.684 multiplicity=1 homo_energy_ev=-5.1 charge=+1 fmax_ev_per_a=6.1
F -1.92 -0.27 0.27 -0.20
H -6.72 -5.79 7.64 0.33
F -10.61 3.86 -0.54 -0.30
H -1.60 7.03 -6.16 0.37
H -0.05 9.28 1.51 0.28
O 8.17 4.66 -5.67 -0.47
F -0.67 1.52 0.74 -0.24
C 12.34 -3.34 -2.90 -1.12
C -6.07 -5.35 8.40 -0.72
H -8.24 4.34 3.13 0.38
F 2.89 -7.20 7.87 -0.30
H 7.11 -3.74 -9.80 0.31
N 5.23 -6.48 2.32 -0.11
H 6.02 -6.02 2.76 0.38
H -10.68 0.89 -2.60 0.28
C -4.79 -3.31 7.48 0.40
C -7.33 -7.58 -0.40 -0.09
C 3.14 1.54 -1.00 0.66
H -6.69 -7.19 -1.20 0.28
H 5.23 -3.46 -8.29 0.28
H -4.75 4.96 -3.39 0.38
C -4.06 -2.40 8.48 -0.76
C -2.61 8.45 1.46 0.76
F 3.79 2.74 -0.81 -0.25
F -3.21 -7.46 0.82 -0.27
H 10.51 -0.90 -5.84 0.34
F -2.05 7.23 1.35 -0.27
C -1.34 0.82 -0.22 0.58
H 11.96 -1.03 -6.83 0.35
H -9.13 -8.75 -0.21 0.29
C 1.81 -3.84 7.15 -0.15
F -4.39 -8.13 -0.79 -0.29
O -12.42 1.71 0.83 -0.90
H -3.53 -3.09 9.13 0.31
H -5.67 -6.08 9.11 0.38
C 5.38 -6.15 0.85 -0.74
H 3.90 -6.22 -7.94 0.32
H -9.05 -0.93 -2.59 0.38
H 8.66 7.45 -4.87 0.30
H -4.60 -5.32 6.95 0.37
H 0.96 7.88 -0.29 0.27
H 4.50 3.54 7.10 0.38
H -8.41 2.88 4.18 0.33
C -9.31 -0.52 -1.61 -1.19
C 1.38 -5.50 8.84 -0.08
C 6.37 5.80 -7.98 -0.76
O -1.07 -0.03 -2.60 -0.63
O 2.28 2.54 6.05 -0.40
C 4.15 -5.19 -7.68 -1.15
H -9.56 6.92 3.84 0.32
N 11.80 -2.66 -5.29 -0.15
H 4.59 4.60 5.85 0.37
H 1.61 -3.04 7.87 0.29
C 8.01 5.83 -6.12 0.44
H 8.48 5.42 -8.08 0.37
H 7.50 -7.96 3.12 0.38
H 4.53 -5.01 -6.68 0.26
N 4.36 3.65 6.10 -0.12
H 1.48 -4.66 9.52 0.22
H 2.11 8.98 0.51 0.36
H -5.52 4.34 -4.88 0.34
H 12.10 -0.55 -5.16 0.35
O 0.74 -0.47 -1.03 -0.61
H 12.51 -4.40 -3.09 0.37
F -12.77 3.91 -1.01 -0.27
H 3.15 -4.75 -7.74 0.39
H 2.08 -2.61 5.40 0.36
H -12.72 1.36 -1.03 0.20
H -2.69 6.55 -4.00 0.38
H 5.83 6.58 -7.44 0.34
H -0.44 6.65 -4.91 0.34
F 5.48 -4.85 -11.88 -0.29
O -6.61 -8.24 0.65 -0.25
H -7.83 -6.75 0.09 0.27
C -4.84 5.09 -4.47 -1.12
H 8.12 6.97 -7.93 0.39
O 0.15 -6.15 9.17 -0.90
O 6.02 -5.25 -9.12 -0.24
H -4.78 -1.80 9.03 0.29
N 7.85 6.05 -7.61 -0.18
O -3.25 9.11 -0.93 -0.86
N 0.48 1.92 -1.96 -0.45
C -10.34 6.69 4.55 -0.78
H 1.12 4.47 5.01 0.34
F -4.54 -6.02 -0.24 -0.26
C 0.08 9.63 0.48 -0.19
F 7.70 -4.98 -12.28 -0.26
O 8.25 -5.22 -9.30 -0.95
H -11.11 4.89 5.44 0.38
O 4.67 -8.81 1.95 -0.40
H -7.83 -9.38 -1.26 0.32
H -9.34 -1.31 -0.86 0.27
H -7.19 4.10 4.48 0.34
S -0.15 0.49 -1.62 1.08
H 7.09 6.73 -4.32 0.34
H 5.49 3.15 4.31 0.33
C 1.41 -3.40 5.74 -1.13
C 2.72 -6.34 8.90 0.73
O -3.30 4.45 -6.32 -0.43
H 13.32 -2.86 -2.96 0.40
H 11.37 -3.37 -5.87 0.38
C 5.29 2.72 5.29 -0.79
H 6.24 2.76 5.83 0.38
C 2.86 3.56 5.78 0.48
N -10.43 5.20 4.77 -0.19
H 2.90 -3.80 7.16 0.24
H -3.96 -4.99 8.41 0.42
F 3.82 -5.59 8.95 -0.29
C 11.33 -2.78 -3.87 0.55
H -10.72 4.66 3.97 0.38
C -8.37 -8.49 -0.95 -1.27
H -8.77 -8.04 -1.85 0.38
F 4.10 0.57 -1.21 -0.25
H -3.33 -1.86 7.87 0.30
S 2.05 1.58 -2.57 0.95
C 1.26 8.92 -0.17 -1.12
C 4.91 -4.40 -8.75 -0.19
O -5.40 -2.85 6.48 -0.45
H -1.04 5.36 -6.16 0.37
C 7.08 -4.82 -9.95 -0.17
H 4.94 1.69 5.18 0.33
H 6.32 -8.35 4.44 0.34
C -10.66 0.21 -1.75 -0.16
O 1.10 -4.96 7.55 -0.23
H 6.36 6.00 -9.05 0.37
H 7.15 7.71 -5.67 0.33
C -1.23 6.22 -5.53 -0.84
C 11.56 -1.21 -5.83 -0.76
H -8.53 0.16 -1.29 0.28
C -2.44 9.39 0.22 -0.17
C 2.16 4.76 5.17 -1.07
H 11.90 -3.18 -1.91 0.31
H 0.28 10.71 0.47 0.26
C 6.71 -5.26 -11.40 0.72
H 2.07 5.46 6.00 0.37
H 0.38 -3.03 5.76 0.22
H 4.44 -6.39 0.34 0.34
H -10.20 7.24 5.48 0.35
C 7.74 6.95 -5.16 -0.91
H -1.99 4.99 -4.03 0.35
F 2.70 -7.11 10.00 -0.26
H 6.06 4.80 -7.66 0.35
H 6.22 -6.68 0.40 0.32
C -3.51 5.11 -5.30 0.66
N -4.75 -4.81 7.80 -0.16
C 6.56 -8.45 3.38 -1.01
H 6.71 -9.51 3.15 0.33
H 4.45 -6.20 2.89 0.35
F 2.44 1.30 0.13 -0.20
H 1.45 9.47 -1.09 0.26
O 2.56 2.68 -3.42 -0.67
F 6.59 -6.60 -11.31 -0.26
H 4.36 -4.20 -9.67 0.28
H 5.63 -5.09 0.86 0.36
F -11.35 3.24 -2.34 -0.31
F -2.31 1.62 -0.68 -0.23
O -10.89 0.91 -0.48 -0.16
C -11.92 1.82 -0.45 -0.27
H -5.35 6.04 -4.59 0.36
F -2.16 8.95 2.64 -0.29
C -11.64 3.21 -1.05 0.88
C -5.53 -7.57 1.28 -0.09
H -11.49 -0.48 -1.90 0.29
O -1.09 9.34 -0.28 -0.16
H 1.44 -4.28 5.10 0.29
H -6.61 -4.57 8.93 0.29
H -2.70 10.41 0.51 0.16
H -11.38 6.94 4.35 0.37
C -8.22 3.96 4.15 -0.92
C -9.02 4.68 5.23 0.42
C 5.38 -7.98 2.52 0.46
O 2.18 0.33 -3.31 -0.56
F -3.93 8.23 1.61 -0.27
H -5.88 -6.60 1.63 0.14
C -4.39 -7.27 0.25 0.84
O 10.22 -2.44 -3.58 -0.41
N -2.34 5.78 -4.55 -0.16
O -8.69 4.73 6.39 -0.42
O -5.40 -8.28 2.49 -0.89
H 2.73 5.21 4.35 0.40
H 12.77 -2.95 -5.25 0.37

---

no.,molecular weight (g/mol),E (Ha),LUMO energy (eV)
1,983.11,-3493.30751,0.3803
2,806.29,-3121.63344,-3.1663
3,1514.29,-6600.25317,-4.4594